# 1
Entry from OMol25: a 2-piece molecular cluster, C3H10NO2 overall at a distorted geometry (ωB97M-V/def2-TZVPD).

Summary:
Relative energy (zero: lowest compared OMol25 entry of this formula, charge and spin): 104.0 kJ/mol
Kohn-Sham gap: 8.252 eV
DFT total energy: -325.51506 hartree

Geometry as ORCA input:
```
! RIJCOSX wB97M-V def2-TZVPD def2/J DEFGRID3
* xyz -1 1
C -0.150 1.214 -0.191
N 1.099 0.392 -0.165
C 1.100 -0.612 -1.241
O 0.210 -1.629 -1.195
C -0.836 1.320 1.201
H 0.196 2.124 -0.703
H -0.939 0.847 -0.851
H 1.069 -0.131 0.709
H 2.187 -0.912 -1.410
H 0.911 0.011 -2.149
H -0.074 1.778 1.837
H -1.249 0.349 1.442
H -1.759 1.886 0.969
H -0.409 -2.740 1.086
H -0.405 -1.949 -0.280
O -0.952 -1.948 0.941
*
```


# 2
Entry from OMol25: a 2-piece molecular cluster, C3H10NO2 overall at a distorted geometry (ωB97M-V/def2-TZVPD).

Summary:
Relative energy (zero: lowest compared OMol25 entry of this formula, charge and spin): 197.3 kJ/mol
Kohn-Sham gap: 5.835 eV
DFT total energy: -325.47952 hartree

Geometry as ORCA input:
```
! RIJCOSX wB97M-V def2-TZVPD def2/J DEFGRID3
* xyz -1 1
C -0.779 1.244 -0.635
N 0.570 0.631 -0.424
C 0.465 -0.784 -0.631
C -0.180 -1.616 0.531
O -1.487 -2.181 0.264
H -0.612 2.266 -1.006
H -1.303 1.342 0.328
H -1.342 0.572 -1.281
H -1.688 -2.177 -0.681
H 1.494 -1.113 -0.847
H -0.163 -1.082 -1.516
H -0.120 -1.139 1.504
H 0.415 -2.538 0.486
H 1.512 1.415 1.160
H 1.368 2.939 1.162
O 1.850 2.222 1.585
*
```


Which value of DFT total energy does entry 1 give? -325.51506 hartree


Number 2 is which compound? C3H10NO2


Look up the relative energy (zero: lowest compared OMol25 entry of this formula, charge and spin) of the first one. 104.0 kJ/mol